C57H54GeP3S2W | ωB97M-V/def2-TZVPD

Geometry as XYZ:
```
118
Properties=species:S:1:pos:R:3:forces:R:3
W -0.7544 -0.2921 -0.1459 -0.337 0.500 -0.865
C 1.4339 -2.3707 1.8646 0.014 0.032 -0.021
C 1.9556 -2.4097 0.4306 0.002 -0.016 -0.010
P 1.8417 -0.7619 -0.3585 0.107 0.011 0.004
C 2.5793 -0.9177 -2.0013 -0.011 -0.051 -0.038
C 3.1462 0.2136 -2.5914 -0.028 0.029 0.033
C 3.7122 0.1352 -3.8525 -0.001 -0.006 -0.007
C 3.7305 -1.0780 -4.5284 0.012 0.015 -0.015
C 3.1924 -2.2103 -3.9368 0.002 -0.022 0.016
C 2.6137 -2.1347 -2.6782 0.052 0.040 -0.026
C 3.1256 0.1301 0.5718 0.077 -0.076 -0.011
C 4.4321 -0.3699 0.4886 -0.004 0.012 -0.021
C 5.4387 0.1759 1.2621 -0.003 -0.009 0.005
C 5.1572 1.2236 2.1348 -0.028 0.021 0.006
C 3.8731 1.7345 2.2088 0.040 0.005 -0.010
C 2.8646 1.1908 1.4218 -0.023 0.117 -0.038
C -0.0294 -1.8907 1.9528 -0.018 -0.375 -0.110
P -0.2456 -0.1013 2.1578 -0.023 0.166 0.321
C 0.4809 0.6223 3.6162 -0.060 -0.024 0.004
C 0.6343 2.0087 3.6745 -0.025 -0.001 -0.012
C 1.1504 2.5827 4.8217 0.013 -0.008 0.067
C 1.5296 1.7780 5.8914 -0.017 0.043 -0.024
C 1.3760 0.4005 5.8282 -0.020 -0.028 -0.005
C 0.8380 -0.1855 4.6924 0.027 -0.054 0.007
C -2.0372 0.0793 2.0041 -0.072 0.050 0.374
C -2.5241 1.4084 1.9571 -0.011 -0.005 0.024
C -3.8796 1.6583 1.9170 0.078 0.025 -0.016
C -4.7715 0.5907 1.9349 -0.053 -0.032 0.022
C -4.3182 -0.7195 2.0528 -0.015 -0.014 0.006
C -2.9652 -0.9764 2.1170 0.100 -0.033 -0.178
H 2.0838 -1.7458 2.4840 -0.036 0.011 0.004
H 1.4770 -3.3783 2.2783 0.014 -0.011 -0.019
H 1.3812 -3.1210 -0.1636 0.018 0.004 0.039
H 3.0015 -2.7202 0.4139 -0.005 -0.005 -0.002
H 3.1809 1.1529 -2.0507 -0.018 -0.001 0.018
H 4.1516 1.0153 -4.3023 0.002 0.000 0.001
H 4.1782 -1.1415 -5.5110 0.000 0.001 0.000
H 3.2244 -3.1596 -4.4553 -0.001 -0.001 -0.003
H 2.1989 -3.0270 -2.2321 0.015 0.040 0.023
H 4.6646 -1.1783 -0.1950 0.007 0.002 0.008
H 6.4453 -0.2129 1.1869 0.000 -0.003 0.004
H 5.9458 1.6442 2.7444 0.001 0.003 -0.003
H 3.6483 2.5637 2.8669 0.009 0.006 0.006
H 1.8806 1.6294 1.4474 -0.093 0.013 -0.019
H -0.6217 -2.4760 2.6594 0.000 0.127 0.130
H -0.5686 -2.2031 0.9982 0.036 0.011 0.114
H 0.3679 2.6406 2.8333 0.007 -0.044 0.037
H 1.2629 3.6576 4.8781 -0.002 -0.006 -0.010
H 1.9430 2.2300 6.7831 0.002 -0.001 -0.002
H 1.6656 -0.2185 6.6662 -0.002 -0.001 -0.003
H 0.6990 -1.2596 4.6532 0.021 0.015 0.004
H -1.8340 2.2383 2.0411 0.029 -0.082 -0.002
H -4.2427 2.6769 1.8813 -0.009 0.001 -0.004
H -5.8361 0.7836 1.8930 0.001 -0.003 -0.007
H -5.0226 -1.5385 2.1018 0.002 -0.001 -0.006
H -2.6269 -1.9951 2.2170 -0.021 -0.067 -0.022
C -0.2471 1.1478 -2.1986 0.016 -0.285 -0.089
Ge -1.0263 2.2081 -0.6524 0.062 -0.125 0.257
C -2.5108 3.2500 -1.3457 0.043 0.093 0.056
C -2.0774 4.4518 -1.9161 -0.020 0.031 0.017
C -2.9842 5.3377 -2.4781 -0.014 0.002 -0.007
C -4.3394 5.0459 -2.4548 -0.008 0.006 -0.006
C -4.7817 3.8633 -1.8798 0.001 -0.017 -0.010
C -3.8750 2.9657 -1.3339 -0.016 -0.015 -0.025
C 0.3090 3.4777 -0.0026 0.047 0.054 -0.069
C 1.5632 3.4827 -0.5585 0.051 -0.044 0.043
C 2.5812 4.3483 -0.1041 0.004 -0.030 0.034
C 2.3381 5.1799 0.9467 0.006 0.004 0.003
C 1.0581 5.2232 1.5553 0.013 0.014 -0.010
C 0.8042 6.0904 2.6479 -0.011 -0.003 -0.007
C -0.4376 6.1687 3.2084 0.018 0.007 0.002
C -1.4946 5.4019 2.6754 -0.015 -0.007 -0.004
C -1.2761 4.5542 1.6259 0.046 0.043 -0.024
C 0.0137 4.4070 1.0505 -0.004 -0.044 -0.039
H -1.0172 1.3581 -2.9414 -0.024 0.023 0.040
H 0.0212 0.1074 -2.3873 0.050 0.053 -0.088
H 0.6765 1.6881 -2.3992 -0.060 0.025 0.046
H -1.0242 4.7127 -1.9184 -0.019 -0.004 -0.002
H -2.6312 6.2579 -2.9240 -0.002 0.000 -0.001
H -5.0510 5.7388 -2.8833 0.000 0.001 0.000
H -5.8387 3.6320 -1.8625 0.001 0.003 -0.002
H -4.2534 2.0483 -0.9100 0.003 0.013 0.003
H 1.8089 2.8013 -1.3639 0.037 0.053 0.029
H 3.5529 4.3296 -0.5797 -0.004 0.005 -0.002
H 3.1144 5.8354 1.3230 0.000 -0.010 0.001
H 1.6150 6.7047 3.0206 0.000 -0.001 -0.002
H -0.6233 6.8389 4.0367 -0.002 0.001 0.002
H -2.4900 5.5057 3.0873 -0.002 0.006 0.001
H -2.1171 4.0254 1.1958 -0.023 0.042 -0.060
C -2.7505 -0.2176 -1.0046 0.010 -0.086 -0.011
H -2.7826 0.0837 -2.0526 0.022 0.026 0.009
H -3.4143 0.4285 -0.4310 0.027 0.008 0.051
H -3.1515 -1.2328 -0.9397 0.021 0.016 -0.023
S -2.7917 -3.6739 0.0981 0.122 0.016 0.059
P -1.4947 -3.8172 -1.3602 -0.207 0.016 0.129
S -0.5888 -2.0146 -1.9438 0.046 -0.130 -0.060
C -2.1731 -4.4717 -2.8939 0.051 0.009 -0.009
C -2.2872 -5.8573 -3.0114 0.019 0.008 0.012
C -2.8885 -6.4048 -4.1317 -0.004 -0.007 -0.008
C -3.3759 -5.5755 -5.1331 -0.007 0.008 -0.001
C -3.2680 -4.1975 -5.0141 0.004 -0.002 -0.004
C -2.6687 -3.6417 -3.8942 0.005 0.030 0.000
C -0.1008 -4.8956 -0.9504 0.023 -0.030 0.000
C 0.8717 -5.1455 -1.9206 -0.022 -0.063 0.026
C 1.9786 -5.9151 -1.6058 -0.007 0.002 -0.015
C 2.1179 -6.4406 -0.3250 0.027 -0.002 0.009
C 1.1449 -6.2074 0.6347 0.003 0.008 0.005
C 0.0318 -5.4352 0.3238 0.001 -0.001 -0.027
H -1.9093 -6.5073 -2.2314 -0.006 0.001 0.000
H -2.9758 -7.4788 -4.2242 -0.002 -0.001 0.001
H -3.8417 -6.0062 -6.0095 -0.001 0.000 0.001
H -3.6486 -3.5541 -5.7959 -0.002 0.000 0.002
H -2.5817 -2.5664 -3.8029 -0.010 -0.012 0.001
H 0.7553 -4.7442 -2.9217 -0.022 -0.019 -0.003
H 2.7281 -6.1189 -2.3593 0.004 -0.003 0.000
H 2.9799 -7.0485 -0.0837 0.000 -0.003 -0.002
H 1.2426 -6.6405 1.6215 -0.002 -0.008 0.004
H -0.7462 -5.2630 1.0576 -0.017 0.003 -0.003
```
Positions in Å, forces in eV/Å.

The HOMO-LUMO gap (spin up / spin down) comes out at 6.55 / 6.64 eV. Its total energy is -6168.4048 hartree. The multiplicity is 2. The expectation value of S² is 0.764. The calculation puts the energy above the lowest of the compared OMol25 structures with the same formula, charge and spin at 11.89 kJ/mol. The net charge is +2. The value obtained for the strongest force on any atom is 1.05 eV Å⁻¹.

Results of the Löwdin charge analysis, in e, for atoms 1 through 4:
1 W 0.87
2 C -0.24
3 C -0.31
4 P 0.97